ORCA calculation (ωB97M-V/def2-TZVPD) on C27H35As2N4O14Y as an isolated structure.

Properties
**Energy relative to the best compared isomer or geometry (same formula, charge and spin)**: 5.5 kcal per mole
**Largest force on an atom**: 0.8 eV Å⁻¹
**Gap between HOMO and LUMO**: 6.92 eV
**DFT total energy**: -6831.7940 Ha
**Multiplicity**: 1
**Charge**: +2

Structure (XYZ):
```
83
Properties=species:S:1:pos:R:3:forces:R:3:lowdin_charge:R:1
Y 0.598404 -0.163840 1.450116 -0.2048 -0.6119 0.3620 1.4143
O 3.061108 -4.071525 1.412464 -0.0083 -0.0003 -0.0122 0.1940
C 2.493762 -2.903752 1.602018 0.0033 -0.0194 0.0042 -0.4403
O 1.827664 -2.314581 0.768413 0.0207 0.1515 0.0466 0.0055
C 2.734457 -2.320497 2.957905 -0.0241 -0.0016 0.0051 -0.1511
C 3.484585 -2.913925 3.958101 -0.0006 0.0046 -0.0126 0.0623
C 3.644940 -2.209416 5.144518 -0.0148 0.0179 -0.0039 0.0284
C 3.069820 -0.952963 5.280873 -0.0243 -0.0236 -0.0026 0.0623
C 2.326813 -0.451174 4.225226 0.0310 -0.0008 0.0278 -0.1617
N 2.164531 -1.128165 3.094036 0.0810 0.0290 0.1014 0.1046
C 1.694462 0.915803 4.152884 -0.0202 -0.0139 0.0106 -0.4447
O 1.591502 1.666975 5.213499 -0.0327 -0.0103 -0.0157 0.2187
O 1.397515 1.352976 3.050068 0.1244 0.1192 0.1614 -0.0004
H 2.887000 -4.393882 0.512168 0.0025 0.0048 0.0067 0.1644
H 3.933684 -3.885036 3.808759 -0.0002 -0.0020 -0.0010 0.1384
H 4.227946 -2.630081 5.952193 0.0041 -0.0018 0.0050 0.1356
H 3.219679 -0.383144 6.187848 -0.0014 0.0021 0.0036 0.1369
H 1.617954 1.161482 6.039001 0.0056 -0.0019 -0.0081 0.1473
N -0.981682 -2.498954 1.636766 0.0773 0.1558 -0.0319 -0.0238
C -1.374657 -2.973287 2.990113 -0.0093 -0.0382 0.0318 -0.2064
C -2.081439 -1.866892 3.778104 0.0088 -0.0120 -0.0018 -0.0760
C -1.140526 -0.692329 3.799639 0.0576 0.0238 0.0278 -0.5929
O -0.331396 -0.530579 4.712448 -0.0273 -0.0218 -0.0044 0.0589
O -1.133655 0.017775 2.709199 -0.0139 0.2446 0.2093 -0.1805
H -1.845978 -2.218468 1.166520 -0.0028 -0.0158 -0.0142 0.0456
H -0.636273 -3.295128 1.108424 0.0131 0.0104 -0.0038 0.0829
H -0.470120 -3.276442 3.523904 -0.0094 -0.0016 0.0000 0.1164
H -2.028257 -3.845181 2.925456 0.0046 0.0091 -0.0039 0.1249
H -2.284136 -2.215031 4.788379 -0.0023 0.0016 -0.0045 0.1317
H -3.016217 -1.593734 3.287498 0.0035 0.0005 -0.0057 0.1307
C 5.423503 2.169558 -0.437750 0.0264 0.0068 0.0128 0.0008
N 4.056657 2.177840 -0.973012 0.0141 0.0126 -0.0361 -0.1666
C 3.725866 3.158348 -2.020075 -0.0006 0.0115 -0.0128 0.0053
C 3.121831 1.510806 -0.377605 -0.0754 0.0030 0.0237 -0.2157
N 2.288222 0.896403 0.151781 0.1298 0.1001 -0.1546 0.1299
H 6.118691 1.978843 -1.253408 -0.0001 0.0030 0.0077 0.1018
H 5.521384 1.384736 0.307533 0.0029 0.0015 -0.0028 0.0965
H 5.650798 3.134066 0.016127 0.0030 -0.0052 0.0001 0.1030
H 4.458576 3.062823 -2.819552 0.0020 0.0079 0.0000 0.1059
H 3.766246 4.167214 -1.609326 0.0034 0.0002 -0.0072 0.1042
H 2.737917 2.948824 -2.422008 0.0193 0.0298 0.0133 0.0687
C -0.374268 3.080354 1.119220 -0.0068 0.0241 0.0154 0.0018
O -0.729660 1.780775 0.566211 0.0970 -0.0374 -0.0423 -0.2388
C -2.056959 1.689524 0.183783 -0.0179 -0.0410 0.0007 -0.5439
O -2.806981 2.601005 0.344848 0.0039 -0.0166 0.0180 0.1336
C -2.414275 0.333545 -0.332262 0.0351 0.0437 0.1022 -0.3150
C -3.527738 0.145400 -1.067742 -0.0890 0.0097 0.0135 -0.2568
As -3.780673 1.620803 -2.348999 0.0387 0.0356 0.0095 1.3786
C -4.549940 0.726010 -3.907584 -0.0297 0.0029 0.0216 -0.2798
C -1.843802 1.380505 -2.938036 -0.1092 -0.0206 -0.0378 -0.2357
C -0.817991 0.694813 -2.426328 0.0300 0.0659 0.1053 -0.2330
As -0.843669 -0.627286 -0.945485 -0.1625 -0.0915 -0.7568 1.2813
C -1.297086 -2.216173 -1.954689 -0.0512 0.0354 -0.0129 -0.2159
C 0.546868 0.851282 -3.004502 -0.1784 -0.2138 -0.3508 -0.5196
O 1.019785 1.887575 -3.394803 0.1148 -0.0108 0.0636 0.1157
O 1.180516 -0.329786 -3.042058 0.0092 0.0631 0.2007 -0.0796
C 2.494639 -0.333783 -3.628768 -0.0003 -0.0002 -0.0492 0.0006
C -1.649082 2.113369 -4.247700 0.3046 0.0546 0.0421 -0.5721
O -1.674644 1.496432 -5.273826 -0.1331 -0.0101 0.0097 0.1592
O -1.532272 3.439336 -4.225239 -0.0135 -0.0352 -0.0391 0.0032
C -1.201357 4.112731 -3.002516 -0.0439 -0.0110 0.0870 -0.0348
C -4.058244 -1.259938 -1.103326 0.1856 -0.0234 -0.2206 -0.5416
O -3.673672 -2.105222 -0.325069 -0.0677 -0.0192 0.0863 0.0707
O -5.002571 -1.445312 -2.004833 -0.0031 0.0417 0.0304 -0.0474
C -5.632430 -2.746074 -2.006789 -0.0244 -0.0081 0.0168 0.0105
H 0.706679 3.076337 1.214405 -0.0070 0.0004 0.0021 0.0783
H -0.847852 3.197090 2.090846 0.0039 0.0036 -0.0146 0.1163
H -0.707966 3.861183 0.441920 0.0101 -0.0127 0.0033 0.1043
H -5.612327 0.586056 -3.723895 -0.0066 -0.0033 -0.0031 0.0350
H -4.076383 -0.219260 -4.147636 0.0133 -0.0246 -0.0010 0.0368
H -4.420778 1.420631 -4.737821 -0.0002 -0.0113 0.0127 0.0397
H -2.070641 -1.997919 -2.688437 -0.0009 -0.0077 0.0122 0.0525
H -1.617213 -3.021788 -1.300606 0.0154 0.0029 -0.0005 0.0319
H -0.377754 -2.478609 -2.476351 -0.0064 -0.0065 -0.0031 0.0407
H 2.971324 -1.247981 -3.289688 -0.0073 0.0012 -0.0115 0.0988
H 3.055362 0.541739 -3.309651 0.0146 -0.0241 0.0104 0.0767
H 2.405560 -0.331347 -4.713025 0.0084 0.0250 0.0026 0.1131
H -0.872108 5.103593 -3.299060 -0.0288 0.0036 0.0004 0.1067
H -0.387369 3.596489 -2.492248 -0.0439 0.0426 -0.0417 0.0760
H -2.075546 4.198132 -2.356278 -0.0296 -0.0023 0.0046 0.0813
H -6.354112 -2.715674 -2.815200 0.0054 0.0002 0.0088 0.1042
H -6.125713 -2.913912 -1.052002 0.0062 -0.0047 -0.0091 0.1061
H -4.888837 -3.521113 -2.178028 -0.0003 0.0110 -0.0069 0.1002
```
Positions in Å, forces in eV/Å.

ORCA calculation (ωB97M-V/def2-TZVPD) on one molecule with the formula C4H9NO2S2 in a non-equilibrium geometry.

Properties
**Energy relative to the best compared isomer or geometry (same formula, charge and spin)**: 37.4 kcal per mole
**Largest force on an atom**: 3.9 eV Å⁻¹
**SMILES**: C[C@@H](C(N)=S)S(C)(=O)=O
**Gap between HOMO and LUMO**: 9.18 eV
**DFT total energy**: -1159.3560 Ha
**Multiplicity**: 1
**Charge**: 0

Structure (XYZ):
```
18
Properties=species:S:1:pos:R:3:forces:R:3:lowdin_charge:R:1
C 1.973224 -0.153988 0.155180 -2.8692 1.7316 -1.1229 -0.9228
C 0.056755 1.610372 0.366733 0.8784 0.6043 1.5565 -0.1072
C -2.233411 -0.496578 -1.237268 2.0423 1.9192 1.8162 -0.1114
C 0.432065 0.331585 -0.332169 0.8700 -1.8384 -0.7276 -0.4147
N 1.995388 -0.523439 1.417591 -0.5141 -2.1565 3.1652 0.0567
O -0.221884 -2.170345 -0.896496 -0.9205 1.5320 1.4992 -0.3456
O -1.256192 -0.978882 1.174825 0.0760 -0.7595 -0.3697 -0.3578
S 3.242942 0.287861 -0.723854 0.7822 -0.0271 -0.7412 0.6707
S -0.806585 -0.994573 -0.212580 0.9058 -1.0230 0.1815 0.6443
H -0.047550 1.459191 1.476552 0.8786 -0.0760 -0.8366 0.0958
H -0.979715 1.824748 0.205303 -0.5011 0.8529 -0.9353 0.0476
H 0.814841 2.462394 0.159461 -1.5896 -1.4100 0.1822 0.1265
H -2.258100 0.668100 -1.018516 -0.5751 -2.5039 -1.1194 0.1085
H -1.999434 -0.921773 -2.202847 -0.2720 0.6354 -0.4474 0.0609
H -2.967324 -1.071615 -0.710816 -0.9454 0.0871 0.0445 0.0500
H 0.225199 0.313668 -1.430013 1.7576 1.0135 0.2971 0.1101
H 1.111922 -0.916123 1.892897 1.8569 0.9632 -1.0995 0.1416
H 2.917861 -0.730596 1.916018 -1.8609 0.4552 -1.3427 0.1467
```
Positions in Å, forces in eV/Å.

ORCA calculation (ωB97M-V/def2-TZVPD) on a 2-piece molecular cluster, C5H12O overall.

Properties
**Energy relative to the best compared isomer or geometry (same formula, charge and spin)**: 97.1 kcal per mole
**Largest force on an atom**: 0.4 eV Å⁻¹
**Gap between HOMO and LUMO (alpha / beta)**: 8.18 / 8.15 eV
**DFT total energy**: -272.7939 Ha
**Multiplicity**: 1
**Charge**: 0

Structure (XYZ):
```
18
Properties=species:S:1:pos:R:3:forces:R:3:lowdin_charge:R:1
C 2.592642 -0.407566 0.685271 0.0290 0.0162 0.0620 -0.1165
C 1.609507 -0.817190 -0.415666 0.0096 -0.0178 -0.0705 -0.2338
C 0.213934 -0.384834 -0.107991 0.0642 -0.2070 0.2756 -0.2071
O -0.535860 0.008972 -1.096067 0.1302 0.0086 -0.2250 -0.0886
C -1.764013 0.465650 -1.007409 -0.3285 -0.0677 0.0102 -0.2666
C -2.580113 0.151400 0.191100 -0.0034 0.0495 0.0354 -0.1183
H 3.595151 -0.799838 0.483650 -0.1564 0.0598 0.0156 0.0689
H 2.274183 -0.797505 1.659240 0.0412 0.0521 -0.1437 0.0719
H 2.656288 0.682503 0.767782 -0.0210 -0.1597 -0.0199 0.0711
H 1.657714 -1.910656 -0.542915 -0.0080 0.1331 0.0103 0.1079
H 1.909747 -0.379670 -1.374905 -0.0667 -0.0517 0.1245 0.1151
H -0.257091 -0.588032 0.848623 0.0533 0.0325 -0.1086 0.1081
H -0.086586 1.828040 0.373509 -0.0883 0.1225 -0.0005 0.0798
H -2.186864 0.699197 -1.974953 0.0631 -0.0306 0.1158 0.1056
H -0.696789 2.065837 -0.025552 0.1161 0.0567 0.0915 0.0706
H -3.595442 0.534218 0.061660 0.1480 -0.0698 -0.0021 0.0777
H -2.167419 0.589132 1.112220 -0.0282 -0.0425 -0.1468 0.0668
H -2.638994 -0.939665 0.362403 0.0457 0.1159 -0.0238 0.0872
```
Positions in Å, forces in eV/Å.